Entry from the Open Molecules 2025 dataset: H24HeO12 as an isolated structure at a distorted geometry (the ωB97M-V functional and the def2-TZVPD basis).

Summary:
net charge = 0
LUMO = 0.02 eV
ΔE to the lowest compared entry with this formula, charge and spin = 38.3 kJ/mol
E = -920.1944 Ha
strongest force on any atom = 0.0246 Eh/bohr
HOMO level = -10.57 eV

CARTESIAN COORDINATES (ANGSTROEM)
He 0.3086 0.4340 0.1568
O 0.5255 -2.7237 2.7568
H -0.2608 -2.1801 2.7089
H 1.2452 -2.1222 2.5658
O -3.6179 1.5203 -1.2819
H -2.8078 2.0234 -1.1993
H -4.2369 1.9654 -0.7031
O -1.6927 -0.8570 3.3149
H -1.9560 -0.0352 2.9006
H -1.2093 -0.5879 4.0960
O -0.9466 2.5437 -0.5078
H -0.8875 2.0496 0.3099
H -0.2112 2.2279 -1.0328
O -0.6366 -3.0415 -0.0569
H 0.2192 -3.0622 0.3712
H -1.2625 -3.1983 0.6501
O 2.4413 -2.0022 -0.7504
H 1.9832 -1.4802 -1.4091
H 3.2953 -2.1864 -1.1415
O 0.3168 4.9794 -0.1079
H 1.0518 4.7829 0.4730
H -0.1532 4.1496 -0.1893
O -2.0975 1.1032 1.6841
H -2.4976 1.9459 1.8983
H -2.8383 0.5254 1.5007
O 1.6346 -0.6813 -3.0023
H 0.8164 -1.1371 -3.1999
H 2.2961 -1.1402 -3.5201
O -0.7883 -2.0437 -2.6143
H -0.7998 -2.1733 -1.6660
H -1.6388 -1.6524 -2.8135
O 1.7233 1.6497 -1.4695
H 1.8549 0.9566 -2.1164
H 2.5859 2.0525 -1.3705
O 2.6649 -1.1233 1.8727
H 3.0173 -0.2380 1.9638
H 2.5589 -1.2435 0.9291

Partial atomic charges computed with the natural (NBO) method, in multiples of e: atom 1 (He): 0.00, atom 2 (O): -0.99, atom 3 (H): 0.48, atom 4 (H): 0.49, atom 5 (O): -0.96, atom 6 (H): 0.49, atom 7 (H): 0.46, atom 8 (O): -0.98, atom 9 (H): 0.48, atom 10 (H): 0.47, atom 11 (O): -0.99, atom 12 (H): 0.49, atom 13 (H): 0.51, atom 14 (O): -0.98, atom 15 (H): 0.51, atom 16 (H): 0.49, atom 17 (O): -0.98, atom 18 (H): 0.50, atom 19 (H): 0.47, atom 20 (O): -0.96, atom 21 (H): 0.45, atom 22 (H): 0.49, atom 23 (O): -0.94, atom 24 (H): 0.49, atom 25 (H): 0.49, atom 26 (O): -0.98, atom 27 (H): 0.52, atom 28 (H): 0.48, atom 29 (O): -0.99, atom 30 (H): 0.51, atom 31 (H): 0.48, atom 32 (O): -0.98, atom 33 (H): 0.50, atom 34 (H): 0.47, atom 35 (O): -0.98, atom 36 (H): 0.47, atom 37 (H): 0.50